ORCA calculation (ωB97M-V with the def2-TZVPD basis set) on the molecule C3H4OS2 at a distorted geometry.

Energy above the lowest of the compared OMol25 structures with the same formula, charge and spin, kcal per mole: 31.8
Energy, Ha: -988.28160
SMILES string: O=CSCC=S
Kohn-Sham gap, hartree: 0.3141
Highest occupied orbital energy, eV: -8.858

Structure (ORCA input):
```
! RIJCOSX wB97M-V def2-TZVPD def2/J DEFGRID3
* xyz 0 1
O 1.088 -0.822 -1.247
C 1.839 -0.193 -0.544
S 1.153 0.693 0.814
C -0.523 -0.008 0.849
C -1.412 0.347 -0.291
S -2.344 -0.651 -1.158
H 2.933 -0.269 -0.599
H -0.528 -1.086 0.984
H -0.887 0.533 1.697
H -1.320 1.455 -0.505
*
```

Listed below, in e, are the natural (NBO) charges computed for each atom: number 1, O, carries -0.53; number 2, C, carries 0.23; number 3, S, carries 0.22; number 4, C, carries -0.61; number 5, C, carries -0.26; number 6, S, carries 0.10; number 7, H, carries 0.16; number 8, H, carries 0.25; number 9, H, carries 0.25; number 10, H, carries 0.19

ORCA calculation (ωB97M-V with the def2-TZVPD basis set) on a structure of composition C22H12F9MnN5O.

Energy, Ha: -3244.30278
<S²>: 6.046
Kohn-Sham gap (spin up / spin down), hartree: 0.2616 / 0.2697
Highest occupied orbital energy (spin up / spin down), eV: -11.876 / -11.917

Structure (ORCA input):
```
! RIJCOSX wB97M-V def2-TZVPD def2/J DEFGRID3
* xyz 1 5
Mn -0.246 0.221 0.309
C -3.298 2.671 -1.128
C -3.703 2.129 -2.348
C -3.105 0.980 -2.804
C -2.106 0.359 -2.048
N -1.702 0.907 -0.881
C -2.297 2.042 -0.440
N -1.591 -0.810 -2.560
C -0.805 -1.578 -1.911
N -0.275 -1.401 -0.630
C 0.467 -2.536 -0.283
N 1.043 -2.802 0.824
C 0.959 -1.996 1.936
C 1.452 -2.531 3.129
C 1.350 -1.819 4.301
C 0.757 -0.558 4.282
C 0.324 -0.062 3.083
N 0.421 -0.756 1.923
C 0.464 -3.443 -1.438
C 1.066 -4.674 -1.616
C 0.864 -5.303 -2.838
C 0.081 -4.719 -3.834
C -0.527 -3.484 -3.643
C -0.313 -2.863 -2.427
H -3.739 3.572 -0.728
H -4.479 2.608 -2.930
H -3.379 0.515 -3.739
H -1.929 2.444 0.492
H 1.895 -3.514 3.085
H 1.726 -2.235 5.226
H 0.653 0.038 5.176
H -0.102 0.928 3.012
H 1.668 -5.120 -0.836
H 1.321 -6.266 -3.024
H -0.054 -5.240 -4.772
H -1.138 -3.024 -4.406
F 2.228 3.064 -1.142
C 1.365 3.759 -0.400
F 1.845 4.984 -0.214
F 0.228 3.848 -1.099
C 1.110 3.020 0.948
O 0.513 1.832 0.659
C 0.203 3.884 1.878
F -0.832 4.401 1.207
F -0.317 3.116 2.849
F 0.872 4.878 2.444
C 2.466 2.722 1.668
F 3.241 3.790 1.790
F 2.217 2.237 2.896
F 3.136 1.782 1.002
*
```

Listed below, in e, are the natural (NBO) charges computed for each atom: number 1, Mn, carries 1.67; number 2, C, carries -0.25; number 3, C, carries -0.10; number 4, C, carries -0.22; number 5, C, carries 0.38; number 6, N, carries -0.58; number 7, C, carries 0.07; number 8, N, carries -0.48; number 9, C, carries 0.49; number 10, N, carries -0.71; number 11, C, carries 0.46; number 12, N, carries -0.48; number 13, C, carries 0.39; number 14, C, carries -0.22; number 15, C, carries -0.11; number 16, C, carries -0.24; number 17, C, carries 0.06; number 18, N, carries -0.58; number 19, C, carries -0.03; number 20, C, carries -0.18; number 21, C, carries -0.17; number 22, C, carries -0.18; number 23, C, carries -0.15; number 24, C, carries -0.11; number 25, H, carries 0.25; number 26, H, carries 0.24; number 27, H, carries 0.25; number 28, H, carries 0.22; number 29, H, carries 0.25; number 30, H, carries 0.24; number 31, H, carries 0.25; number 32, H, carries 0.23; number 33, H, carries 0.24; number 34, H, carries 0.23; number 35, H, carries 0.23; number 36, H, carries 0.24; number 37, F, carries -0.30; number 38, C, carries 0.97; number 39, F, carries -0.30; number 40, F, carries -0.31; number 41, C, carries 0.02; number 42, O, carries -0.84; number 43, C, carries 0.97; number 44, F, carries -0.31; number 45, F, carries -0.32; number 46, F, carries -0.29; number 47, C, carries 0.97; number 48, F, carries -0.29; number 49, F, carries -0.32; number 50, F, carries -0.30

ORCA calculation (ωB97M-V with the def2-TZVPD basis set) on a structure of composition C4H6N2 at a distorted geometry.

Energy above the lowest of the compared OMol25 structures with the same formula, charge and spin, kcal per mole: 127.7
Energy, Ha: -265.33213
Kohn-Sham gap, hartree: 0.3845
Highest occupied orbital energy, eV: -9.688

Structure (ORCA input):
```
! RIJCOSX wB97M-V def2-TZVPD def2/J DEFGRID3
* xyz 0 1
C -1.322 0.897 -0.234
C -0.416 -0.283 -0.050
N 0.232 -0.950 -1.023
C 1.076 -0.632 0.079
C 2.141 0.299 -0.343
N 2.936 1.067 -0.702
H -1.082 1.474 -1.135
H -2.347 0.521 -0.334
H -1.267 1.553 0.635
H -0.657 -1.116 1.097
H 0.080 -1.580 -1.798
H 0.593 -1.250 1.118
*
```

Listed below, in e, are the natural (NBO) charges computed for each atom: number 1, C, carries -0.65; number 2, C, carries 0.13; number 3, N, carries -0.60; number 4, C, carries -0.21; number 5, C, carries 0.26; number 6, N, carries -0.32; number 7, H, carries 0.23; number 8, H, carries 0.23; number 9, H, carries 0.23; number 10, H, carries 0.04; number 11, H, carries 0.42; number 12, H, carries 0.23

ORCA calculation (ωB97M-V with the def2-TZVPD basis set) on the molecule C5H8O at a distorted geometry.

Energy above the lowest of the compared OMol25 structures with the same formula, charge and spin, kcal per mole: 55.3
Energy, Ha: -270.46980
SMILES string: C=C/C=C/CO
Kohn-Sham gap, hartree: 0.3357
Highest occupied orbital energy, eV: -8.859

Structure (ORCA input):
```
! RIJCOSX wB97M-V def2-TZVPD def2/J DEFGRID3
* xyz 0 1
C -0.008 -2.486 1.176
C 0.160 -1.165 1.194
C -0.390 -0.226 0.270
C 0.113 1.091 0.109
C -0.330 1.882 -1.040
O 0.420 1.370 -2.151
H -0.234 -3.041 0.332
H 0.577 -3.030 1.932
H 0.799 -0.743 1.997
H -1.133 -0.497 -0.495
H 0.744 1.486 0.889
H -0.106 2.955 -1.001
H -1.405 1.855 -1.405
H 0.792 0.549 -1.807
*
```

Listed below, in e, are the natural (NBO) charges computed for each atom: number 1, C, carries -0.37; number 2, C, carries -0.22; number 3, C, carries -0.21; number 4, C, carries -0.21; number 5, C, carries -0.13; number 6, O, carries -0.71; number 7, H, carries 0.20; number 8, H, carries 0.20; number 9, H, carries 0.20; number 10, H, carries 0.21; number 11, H, carries 0.21; number 12, H, carries 0.19; number 13, H, carries 0.18; number 14, H, carries 0.47